Record 1
# C5H9B

2 unconnected molecules or ions with the total composition C5H9B (ωB97M-V/def2-TZVPD, the Open Molecules 2025 dataset).

Values from the calculation:
Frontier orbital gap ... 8.63 eV
Molecular weight ... 79.939 g/mol
Total energy ... -220.62287 Eh
Max |F| ... 4.42 eV/A
Energy relative to the best compared isomer or geometry (same formula, charge and spin) ... 286.84 kJ/mol

Atoms and positions in Å:
B 0.62 0.23 0.04
C -1.76 -1.28 1.53
C -0.14 0.18 -2.39
C -0.47 -1.07 1.64
C 0.40 -0.41 -1.32
C 1.34 1.54 0.46
H -2.31 -1.87 2.26
H -2.34 -0.89 0.72
H -0.37 -0.36 -3.29
H -0.40 1.23 -2.38
H 0.18 -1.41 2.42
H 0.60 -1.48 -1.41
H 1.50 2.20 -0.39
H 2.32 1.30 0.86
H 0.82 2.09 1.24



Record 2
# C2N5O3

2 unconnected molecules or ions with the total composition C2N5O3 (ωB97M-V/def2-TZVPD, the Open Molecules 2025 dataset).

Values from the calculation:
Charge ... -1
Frontier orbital gap (alpha / beta) ... 7.54 / 7.54 eV
Molecular weight ... 142.054 g/mol
Total energy ... -575.60949 Eh
Max |F| ... 3.10 eV/A
Energy relative to the best compared isomer or geometry (same formula, charge and spin) ... 269.32 kJ/mol

Atoms and positions in Å:
C -0.30 -0.54 -0.50
C -0.32 0.67 -1.14
N 0.60 -2.18 0.43
N 0.86 -1.01 0.09
N -1.21 -1.53 -0.52
N -0.67 -2.52 0.09
N 0.27 1.73 0.88
O 1.42 2.19 0.77
O -0.31 1.39 -2.06
O -0.34 1.82 1.96



Record 3
# C19H20N8O8S2W

A molecular structure, C19H20N8O8S2W (ωB97M-V/def2-TZVPD, the Open Molecules 2025 dataset).

Values from the calculation:
Frontier orbital gap (alpha / beta) ... 7.43 / 7.70 eV
Molecular weight ... 736.391 g/mol
Spin multiplicity ... 3
Total energy ... -2639.47255 Eh
Max |F| ... 2.34 eV/A
Energy relative to the best compared isomer or geometry (same formula, charge and spin) ... 79.53 kJ/mol

Atoms and positions in Å:
W 0.27 1.66 0.09
N -1.60 1.98 -1.09
C -1.40 3.09 -2.05
C -0.70 4.20 -1.30
O -0.82 5.37 -1.63
N -0.01 3.72 -0.25
C 0.58 4.66 0.68
C 0.88 3.91 1.95
O 1.30 4.44 2.94
O 0.66 2.60 1.84
H -1.85 1.10 -1.55
H -2.34 2.21 -0.43
H -2.32 3.46 -2.48
H -0.75 2.74 -2.86
H -0.09 5.48 0.89
H 1.51 5.09 0.31
N 2.50 -4.50 -4.28
C 1.82 -3.84 -3.28
C 2.12 -4.09 -1.93
C 1.42 -3.47 -0.92
C 0.40 -2.57 -1.24
C 0.06 -2.34 -2.58
C 0.77 -2.97 -3.58
S -0.52 -1.78 0.02
O -1.65 -1.13 -0.66
O -0.84 -2.75 1.02
N 0.33 -0.53 0.63
C 1.63 -0.57 1.05
N 2.34 -1.64 1.38
C 3.62 -1.40 1.68
C 4.18 -0.14 1.65
C 3.35 0.90 1.30
N 2.09 0.69 1.04
H 3.40 -4.89 -4.05
H 2.45 -4.11 -5.21
H 2.91 -4.79 -1.69
H 1.64 -3.68 0.11
H -0.74 -1.65 -2.81
H 0.51 -2.78 -4.62
H 4.21 -2.27 1.95
H 5.23 0.02 1.88
H 3.69 1.94 1.26
S -1.94 1.78 1.96
C -3.05 0.57 2.41
N -3.13 -0.62 1.79
C -3.93 -1.64 2.17
C -4.78 -1.49 3.22
C -4.78 -0.25 3.89
C -3.94 0.75 3.50
H -2.52 -0.77 0.98
H -3.84 -2.54 1.59
H -5.43 -2.30 3.52
H -5.44 -0.09 4.73
H -3.91 1.71 4.02
O 2.55 0.06 -1.96
N 1.66 0.85 -1.78
O 1.86 2.05 -1.31
O 0.40 0.58 -1.93



Record 4
# C32H33IIrN4O5P

A molecular structure, C32H33IIrN4O5P (ωB97M-V/def2-TZVPD, the Open Molecules 2025 dataset).

Values from the calculation:
Charge ... +3
Frontier orbital gap (alpha / beta) ... 7.98 / 5.50 eV
Molecular weight ... 903.734 g/mol
Spin multiplicity ... 2
Total energy ... -2576.87434 Eh
Max |F| ... 0.97 eV/A
Energy relative to the best compared isomer or geometry (same formula, charge and spin) ... 202.62 kJ/mol

Atoms and positions in Å:
Ir 0.05 1.52 0.24
C 0.46 6.69 1.88
O -0.30 5.74 1.08
C 0.07 4.51 0.95
O -0.62 3.73 0.28
N 1.21 4.08 1.54
N 1.54 2.72 1.37
H -0.10 7.62 1.80
H 1.45 6.83 1.46
H 0.48 6.37 2.92
H 1.80 4.66 2.11
H 1.63 2.28 2.29
H 2.45 2.65 0.91
I -2.53 3.07 -1.57
C -3.59 1.89 -2.83
C -4.62 2.57 -3.52
C -5.41 1.93 -4.45
C -5.17 0.58 -4.69
C -4.16 -0.14 -4.01
C -4.01 -1.49 -4.35
C -3.05 -2.25 -3.72
C -2.27 -1.67 -2.74
C -2.37 -0.32 -2.36
P -1.04 -0.11 -1.03
C 0.51 -0.20 -1.97
C 1.15 -1.21 -2.65
C 2.45 -1.00 -3.12
C 3.11 0.20 -2.90
C 2.48 1.23 -2.20
C 1.19 1.01 -1.75
C -1.39 -1.52 0.02
C -0.57 -2.64 0.11
C -0.94 -3.68 0.96
C -2.10 -3.59 1.71
C -2.91 -2.46 1.63
C -2.56 -1.43 0.78
C -3.33 0.49 -3.02
H -4.77 3.62 -3.32
H -6.19 2.46 -4.97
H -5.77 0.05 -5.42
H -4.66 -1.92 -5.11
H -2.92 -3.30 -3.97
H -1.56 -2.31 -2.24
H 0.67 -2.17 -2.83
H 2.95 -1.79 -3.67
H 4.11 0.34 -3.27
H 2.98 2.17 -2.04
H 0.61 1.98 -1.52
H 0.35 -2.71 -0.47
H -0.32 -4.57 1.02
H -2.38 -4.41 2.37
H -3.81 -2.40 2.21
H -3.19 -0.55 0.71
C 4.38 0.03 2.87
C 3.05 -0.42 3.46
C 2.27 -1.49 2.61
C 3.10 -2.76 2.45
C 2.41 -3.90 1.72
C 1.00 -1.75 3.42
O 0.82 -2.64 4.18
N -0.01 -0.72 3.30
C -0.01 0.10 2.27
O -0.82 1.08 2.06
N 0.86 -0.01 1.25
C 1.99 -0.84 1.26
O 2.68 -0.95 0.28
H 4.80 0.81 3.49
H 4.28 0.41 1.85
H 5.10 -0.78 2.84
H 2.40 0.44 3.64
H 3.22 -0.87 4.44
H 3.38 -3.09 3.46
H 4.02 -2.50 1.93
H 1.51 -4.22 2.24
H 3.07 -4.77 1.67
H 2.16 -3.62 0.69
H -0.76 -0.70 3.98



Record 5
# C3H10NOS

2 unconnected molecules or ions with the total composition C3H10NOS (ωB97M-V/def2-TZVPD, the Open Molecules 2025 dataset).

Values from the calculation:
Charge ... -1
Frontier orbital gap ... 5.98 eV
Molecular weight ... 108.186 g/mol
Total energy ... -648.41548 Eh
Max |F| ... 3.57 eV/A
Energy relative to the best compared isomer or geometry (same formula, charge and spin) ... 304.77 kJ/mol

Atoms and positions in Å:
C 1.50 -0.53 -1.13
C 1.07 -1.16 0.21
S -0.34 -2.24 0.47
H 0.79 0.38 -1.11
H 1.10 -0.96 -2.01
H 2.54 -0.20 -1.27
H 1.93 -1.78 0.55
H 1.00 -0.32 0.87
H -0.62 -1.92 1.78
N -1.86 1.70 0.89
C -0.92 1.27 -0.21
O 0.35 1.62 0.17
H -2.72 1.20 0.70
H -1.51 1.22 1.76
H -0.90 0.15 -0.42
H -1.42 1.58 -1.23



Record 6
# C15H8Cl2FN5OS

A single C15H8Cl2FN5OS molecule (ωB97M-V/def2-TZVPD, the Open Molecules 2025 dataset).

Values from the calculation:
Frontier orbital gap ... 8.62 eV
Molecular weight ... 396.234 g/mol
Total energy ... -2343.82425 Eh
SMILES string ... O=C(Nc1ccnc(Cl)c1)c1nnn2c1CSc1c-2ccc(F)c1Cl
Max |F| ... 5.13 eV/A
Energy relative to the best compared isomer or geometry (same formula, charge and spin) ... 144.60 kJ/mol

Atoms and positions in Å:
O 2.27 -1.13 0.30
C 1.43 -0.38 0.86
N 1.64 0.48 1.92
C 2.79 0.73 2.67
C 4.08 0.36 2.29
C 5.10 0.56 3.18
N 4.91 1.08 4.41
C 3.74 1.46 4.80
Cl 3.34 2.37 6.21
C 2.59 1.23 3.93
C 0.06 -0.40 0.37
N -1.02 0.03 1.10
N -2.13 -0.16 0.48
N -1.73 -0.38 -0.80
C -0.45 -0.74 -0.91
C 0.16 -1.33 -2.19
S -0.53 -0.29 -3.50
C -2.26 -0.31 -3.16
C -2.70 -0.23 -1.84
C -4.09 -0.10 -1.58
C -4.91 -0.23 -2.63
C -4.51 -0.34 -4.02
F -5.44 -0.28 -5.05
C -3.16 -0.36 -4.16
Cl -2.54 -0.25 -5.85
H 0.77 1.00 2.13
H 4.32 -0.06 1.31
H 6.12 0.27 3.01
H 1.54 1.35 4.40
H 1.27 -1.28 -2.17
H -0.17 -2.36 -2.44
H -4.54 0.00 -0.62
H -5.96 -0.31 -2.44



Record 7
# C22H20ClN3O2

A single C22H20ClN3O2 molecule (ωB97M-V/def2-TZVPD, the Open Molecules 2025 dataset).

Values from the calculation:
Frontier orbital gap ... 9.05 eV
Molecular weight ... 393.874 g/mol
Total energy ... -1625.36294 Eh
SMILES string ... Cc1ccnc(NC(=O)c2ccc(Cl)c(NC(=O)CCc3ccccc3)c2)c1
Max |F| ... 0.56 eV/A
Energy relative to the best compared isomer or geometry (same formula, charge and spin) ... 0.00 kJ/mol

Atoms and positions in Å:
C 7.42 1.63 -1.30
C 6.25 1.61 -0.37
C 6.20 2.47 0.73
C 5.10 2.41 1.57
N 4.08 1.59 1.38
C 4.12 0.77 0.33
N 3.00 -0.05 0.24
C 2.75 -1.04 -0.65
O 3.50 -1.39 -1.54
C 1.43 -1.73 -0.44
C 1.33 -3.05 -0.88
C 0.15 -3.74 -0.73
C -0.94 -3.12 -0.15
Cl -2.43 -4.00 0.03
C -0.87 -1.79 0.28
N -2.00 -1.21 0.84
C -2.15 0.04 1.38
O -1.26 0.85 1.48
C -3.57 0.29 1.86
C -4.63 0.24 0.75
C -4.79 1.52 -0.03
C -3.72 2.36 -0.30
C -3.90 3.52 -1.04
C -5.15 3.84 -1.52
C -6.23 3.01 -1.27
C -6.04 1.86 -0.52
C 0.33 -1.11 0.12
C 5.19 0.74 -0.57
H 8.34 1.46 -0.75
H 7.31 0.87 -2.07
H 7.49 2.61 -1.78
H 7.00 3.16 0.93
H 5.01 3.06 2.43
H 2.33 0.14 0.98
H 2.19 -3.52 -1.34
H 0.06 -4.77 -1.06
H -2.80 -1.83 0.86
H -3.59 1.26 2.35
H -3.80 -0.47 2.61
H -5.60 0.00 1.21
H -4.40 -0.57 0.05
H -2.73 2.13 0.07
H -3.06 4.16 -1.23
H -5.30 4.75 -2.10
H -7.21 3.25 -1.64
H -6.89 1.21 -0.32
H 0.36 -0.07 0.43
H 5.17 0.06 -1.40



Record 8
# C6H9N

A molecular structure, C6H9N (ωB97M-V/def2-TZVPD, the Open Molecules 2025 dataset).

Values from the calculation:
Frontier orbital gap ... 7.90 eV
Molecular weight ... 95.145 g/mol
Total energy ... -288.62516 Eh
Max |F| ... 0.27 eV/A
Energy relative to the best compared isomer or geometry (same formula, charge and spin) ... 411.88 kJ/mol

Atoms and positions in Å:
C 2.45 -0.07 -0.37
N 1.05 -0.42 -0.27
C 0.37 -1.04 0.73
C -1.82 0.15 0.70
C -2.09 1.40 0.34
C 0.00 -0.17 -1.09
C -0.92 -0.79 -0.06
H 2.77 0.38 0.57
H 2.57 0.66 -1.18
H 3.05 -0.95 -0.57
H 0.58 -0.81 1.77
H -2.23 -0.25 1.63
H -2.70 2.05 0.96
H -1.70 1.81 -0.59
H 0.06 -0.26 -2.17
H -1.44 -1.69 -0.41



Record 9
# C23H49BBeBrCl2F2Li2N4O12P

A molecular structure, C23H49BBeBrCl2F2Li2N4O12P (ωB97M-V/def2-TZVPD, the Open Molecules 2025 dataset).

Values from the calculation:
Charge ... +2
Frontier orbital gap ... 1.13 eV
Molecular weight ... 827.147 g/mol
Total energy ... -6116.91132 Eh
Max |F| ... 1.97 eV/A
Energy relative to the best compared isomer or geometry (same formula, charge and spin) ... 0.00 kJ/mol

Atoms and positions in Å:
C -0.86 -5.14 1.81
C -0.05 -3.86 1.55
N -0.89 -2.72 1.90
C -0.39 -1.37 1.78
N -0.13 -0.83 3.15
C -0.64 -1.45 4.07
O -1.05 -1.92 5.01
O 0.78 -1.39 1.03
C 1.94 -0.71 1.48
B 2.77 -0.35 0.13
O 2.82 -1.26 -0.89
O 3.40 0.84 0.02
C 4.70 0.85 -0.59
C 2.88 -1.58 2.33
C 2.76 -1.40 3.83
F 4.19 -1.15 2.02
C -1.45 -0.38 1.05
C -2.09 0.61 2.03
O -1.16 1.66 2.30
N -1.57 2.42 3.37
O -0.84 2.32 4.29
O -0.60 0.41 0.24
C -1.23 1.25 -0.74
C -0.34 2.48 -1.00
C -0.05 2.65 -2.49
C -0.93 3.75 -0.32
C -1.53 4.75 -1.32
C 0.14 4.47 0.53
N -2.49 -1.01 0.24
C -3.76 -1.35 0.92
C -5.00 -0.46 0.62
C -5.45 0.48 1.75
Br -4.82 0.49 -1.04
P -2.07 -2.04 -1.01
O -2.19 -3.47 -0.71
O -3.04 -1.66 -2.23
O -0.66 -1.63 -1.57
H -0.68 -5.48 2.83
H -1.92 -4.95 1.66
H -0.53 -5.93 1.15
H 0.25 -3.88 0.50
H 0.79 -3.88 2.23
H -1.85 -2.84 1.65
H 1.76 0.26 1.94
H 2.59 -2.14 -0.58
H 5.14 -0.14 -0.66
H 4.62 1.31 -1.57
H 5.35 1.46 0.04
H 2.83 -2.62 2.02
H 3.71 -1.65 4.32
H 2.02 -2.10 4.21
H 2.39 -0.41 4.09
H -2.94 1.05 1.51
H -2.50 0.16 2.93
H -2.21 1.60 -0.45
H -1.27 0.70 -1.68
H 0.61 2.29 -0.49
H 0.50 3.57 -2.62
H 0.60 1.85 -2.84
H -0.95 2.74 -3.09
H -1.74 3.49 0.36
H -0.76 5.29 -1.85
H -2.08 5.49 -0.73
H -2.24 4.28 -1.99
H 1.12 4.37 0.07
H 0.15 4.05 1.53
H -0.14 5.52 0.60
H -3.65 -1.41 2.00
H -4.02 -2.36 0.62
H -5.84 -1.14 0.47
H -6.49 0.32 1.99
H -4.89 0.24 2.65
H -5.24 1.52 1.53
H -2.61 -0.95 -2.73
H -0.03 -2.34 -1.35
O -3.72 0.50 -4.42
H -3.87 -0.44 -4.59
H -4.13 0.73 -3.57
F -3.82 2.72 -4.79
Li 3.71 -0.92 5.69
C 4.49 -4.78 -3.52
C 4.77 -4.21 -2.07
C 6.25 -3.65 -2.10
O 4.71 -5.19 -1.22
H 5.20 -5.56 -3.79
H 3.48 -5.17 -3.56
H 4.59 -3.95 -4.23
H 4.10 -3.35 -1.91
H 6.97 -4.43 -2.36
H 6.50 -3.25 -1.12
H 6.30 -2.86 -2.85
C 0.13 8.40 -3.04
Cl 0.81 7.36 -1.77
Cl -1.54 7.97 -3.41
H 0.17 9.42 -2.70
H 0.73 8.27 -3.94
Li -5.16 -1.29 -3.84
Be -1.64 4.06 5.36



Record 10
# C7H9O2P

A single C7H9O2P molecule (ωB97M-V/def2-TZVPD, the Open Molecules 2025 dataset).

Values from the calculation:
Frontier orbital gap ... 8.52 eV
Molecular weight ... 156.121 g/mol
Total energy ... -763.85427 Eh
SMILES string ... CC(=O)C/C=C\C=C=PO
Max |F| ... 3.91 eV/A
Energy relative to the best compared isomer or geometry (same formula, charge and spin) ... 309.03 kJ/mol

Atoms and positions in Å:
C -0.61 -1.38 2.09
C -0.20 -0.95 0.69
O -0.34 -1.64 -0.29
C 0.66 0.35 0.60
C 0.12 1.40 -0.42
C 0.18 1.25 -1.74
C 0.88 0.39 -2.66
C 1.98 -0.29 -2.46
P 3.05 -1.55 -2.24
O 2.13 -2.78 -1.64
H -1.22 -2.17 1.97
H -1.15 -0.53 2.55
H 0.35 -1.48 2.59
H 1.56 -0.18 0.20
H 0.50 0.74 1.66
H -0.28 2.32 -0.07
H -0.47 2.03 -2.27
H 0.29 0.41 -3.55
H 1.20 -2.45 -1.58



Record 11
# C12H21Br3N3Pd

A molecular structure, C12H21Br3N3Pd (ωB97M-V/def2-TZVPD, the Open Molecules 2025 dataset).

Values from the calculation:
Charge ... -1
Frontier orbital gap (alpha / beta) ... 6.62 / 6.73 eV
Molecular weight ... 553.453 g/mol
Spin multiplicity ... 3
Total energy ... -8484.07365 Eh
Max |F| ... 6.56 eV/A
Energy relative to the best compared isomer or geometry (same formula, charge and spin) ... 80.41 kJ/mol

Atoms and positions in Å:
Pd -0.88 -0.13 2.60
Br -1.85 2.07 4.03
Br 0.57 -1.31 4.50
Br -3.40 -1.29 2.30
C -0.85 -4.40 -1.50
C 0.59 -3.90 -1.73
C 1.33 -3.40 -0.40
C 0.53 -2.37 0.31
N -0.14 -1.56 0.89
H -1.52 -3.86 -0.83
H -0.87 -5.47 -1.31
H -1.34 -4.30 -2.48
H 0.43 -2.99 -2.30
H 1.21 -4.60 -2.28
H 2.30 -2.99 -0.68
H 1.68 -4.24 0.20
C 3.87 3.33 3.12
C 3.81 3.30 1.53
C 2.49 3.02 0.96
C 2.00 1.67 1.42
N 1.59 0.69 1.87
H 3.44 2.37 3.41
H 3.24 4.02 3.68
H 4.87 3.38 3.56
H 4.57 2.62 1.14
H 4.12 4.31 1.28
H 2.27 3.16 -0.10
H 1.79 3.68 1.45
C -4.24 -0.07 -2.20
C -3.39 1.19 -2.62
C -1.93 1.19 -2.07
C -1.55 1.29 -0.64
N -1.29 1.31 0.52
H -5.31 0.11 -2.31
H -4.11 -0.59 -1.25
H -3.99 -0.83 -2.94
H -3.83 2.14 -2.32
H -3.35 1.26 -3.71
H -1.38 1.90 -2.68
H -1.47 0.27 -2.41



Record 12
# C12H17NO2

A molecular structure, C12H17NO2 (ωB97M-V/def2-TZVPD, the Open Molecules 2025 dataset).

Values from the calculation:
Frontier orbital gap ... 8.45 eV
Molecular weight ... 207.273 g/mol
Total energy ... -672.24935 Eh
Max |F| ... 19.00 eV/A
Energy relative to the best compared isomer or geometry (same formula, charge and spin) ... 1144.33 kJ/mol

Atoms and positions in Å:
C -0.96 -1.93 -0.03
N -0.60 -2.46 1.31
C -0.98 -3.92 1.39
H -2.00 -3.96 1.44
H -0.54 -3.99 2.41
H -0.38 -4.25 0.54
C -0.80 -1.50 2.37
C -0.25 -0.27 2.52
C -0.78 1.05 1.95
H -0.27 1.84 2.62
H -1.80 0.93 1.91
O -0.51 1.25 0.48
C 0.68 1.89 0.45
O 1.58 1.99 1.08
C 0.82 1.96 -1.16
C 0.08 1.58 -2.08
C 0.23 1.79 -3.27
C 1.47 2.24 -3.85
C 2.25 2.42 -2.98
C 2.26 2.32 -1.66
H 2.85 2.69 -0.93
H 3.48 2.87 -3.47
H 1.57 2.24 -5.02
H -0.46 1.42 -4.19
H -1.28 1.19 -1.85
H -0.06 -0.25 3.67
H 0.88 -0.38 2.27
H -1.01 -2.31 3.12
H -1.93 -1.25 2.20
H -0.49 -2.45 -0.82
H -2.19 -2.01 -0.25
H -0.85 -0.73 -0.18